No. 1
{"formula": "C27H35IMnN4P2", "method": "ωB97M-V/def2-TZVPD", "spin_multiplicity": 6, "lumo_energy_ev": [-0.63, -1.30], "homo_energy_ev": [-6.49, -6.73], "energy_ev": -92516.8179, "gap_ha": [0.21515, 0.19943], "symbols": ["Mn", "C", "C", "C", "C", "C", "C", "C", "C", "C", "H", "H", "H", "H", "H", "H", "H", "H", "H", "H", "H", "H", "H", "H", "H", "P", "P", "N", "N", "N", "N", "C", "C", "C", "C", "C", "C", "C", "C", "C", "C", "C", "C", "C", "C", "C", "C", "C", "C", "H", "H", "H", "H", "H", "H", "H", "H", "H", "H", "H", "H", "H", "H", "H", "H", "H", "H", "H", "H", "I"], "positions_angstrom": [[-0.32, 1.37, 1.16], [-1.91, 1.71, -3.40], [-2.06, 0.38, -3.26], [-1.15, -0.70, -3.80], [0.40, -0.32, -3.74], [0.91, 0.52, -2.62], [0.80, 1.85, -2.54], [0.51, 2.64, -3.78], [-0.89, 2.37, -4.35], [1.16, 0.86, 3.12], [-2.54, 2.45, -2.87], [-2.99, -0.06, -2.90], [-1.44, -0.89, -4.87], [-1.36, -1.68, -3.29], [0.91, -1.29, -3.69], [0.61, 0.11, -4.74], [1.69, -0.05, -2.10], [1.12, 2.44, -1.69], [1.26, 2.33, -4.52], [0.65, 3.73, -3.64], [-1.34, 3.33, -4.65], [-0.80, 1.74, -5.26], [0.38, 1.62, 3.25], [2.06, 1.34, 3.55], [0.91, 0.09, 3.83], [1.50, -0.15, 1.47], [-1.33, -1.12, 1.66], [2.72, 0.98, 0.69], [2.71, -1.48, 2.01], [-2.35, 0.28, 0.86], [-2.73, -2.03, 1.99], [0.88, -1.19, 0.01], [-0.53, -1.83, 0.17], [2.78, 2.31, 1.08], [3.92, 2.88, 0.54], [4.54, 1.89, -0.27], [3.78, 0.73, -0.17], [3.49, -1.29, 3.14], [4.15, -2.48, 3.45], [3.76, -3.44, 2.48], [2.87, -2.81, 1.61], [-2.31, 1.67, 1.41], [-2.66, 2.49, 0.31], [-3.21, 1.67, -0.65], [-2.93, 0.34, -0.36], [-3.94, -2.11, 1.29], [-4.87, -2.76, 2.08], [-4.22, -3.07, 3.34], [-2.91, -2.62, 3.25], [1.59, -1.90, -0.45], [0.72, -0.46, -0.79], [-1.13, -1.57, -0.71], [-0.45, -2.93, 0.21], [2.05, 2.70, 1.79], [4.29, 3.87, 0.77], [5.46, 2.00, -0.82], [3.91, -0.24, -0.61], [3.49, -0.32, 3.61], [4.89, -2.59, 4.24], [4.15, -4.45, 2.36], [2.34, -3.22, 0.76], [-2.70, 1.77, 2.42], [-2.55, 3.54, 0.23], [-3.79, 1.98, -1.49], [-3.12, -0.58, -0.90], [-4.07, -1.67, 0.33], [-5.90, -2.95, 1.83], [-4.65, -3.56, 4.19], [-2.08, -2.61, 3.94], [-2.16, 0.44, 4.49]], "mulliken_charge": [-0.07, -0.38, -0.44, -1.17, -1.22, 0.11, -0.18, -1.04, -0.78, -1.56, 0.29, 1.20, 0.43, 0.32, 0.40, 0.41, 0.54, 0.48, 0.30, 0.32, 0.44, 0.28, 0.32, 0.48, 0.59, 0.94, 0.05, 0.90, 0.51, 0.31, 0.58, -0.07, -0.91, -0.54, -0.82, -0.90, -0.41, -0.49, -0.63, -0.60, -0.46, 0.34, -1.15, -1.27, -0.08, -0.25, -0.59, -0.77, -0.31, 1.20, -1.81, 0.17, 0.36, 0.45, 0.47, 0.48, 0.50, 0.29, 0.41, 0.41, 0.36, 0.08, 0.57, 1.02, 0.49, 0.29, 0.46, 0.43, 0.43, -0.50]}

No. 2
{"formula": "C27H35KN6O8", "method": "ωB97M-V/def2-TZVPD", "charge": -2, "relative_energy_kj_mol": 31.0, "lumo_energy_ev": 4.27, "homo_energy_ev": -2.77, "energy_ev": -70217.5739, "gap_ha": 0.25891, "symbols": ["K", "O", "C", "O", "C", "C", "C", "C", "C", "O", "C", "C", "O", "O", "H", "H", "H", "H", "H", "H", "H", "H", "O", "C", "N", "C", "O", "C", "C", "C", "C", "C", "N", "C", "C", "C", "C", "C", "N", "H", "H", "H", "H", "H", "H", "H", "H", "C", "C", "C", "C", "N", "N", "H", "H", "H", "H", "H", "H", "H", "H", "H", "H", "H", "H", "C", "N", "C", "C", "O", "H", "H", "H", "H", "H", "H", "H"], "positions_angstrom": [[1.32, 0.58, -0.11], [3.12, -3.05, -2.59], [2.34, -2.39, -1.89], [2.35, -1.14, -1.70], [1.14, -3.14, -1.27], [-0.21, -2.48, -1.63], [-1.32, -3.54, -1.59], [-1.40, -3.81, -0.07], [-0.43, -2.75, 0.49], [-0.54, -1.68, -0.48], [1.01, -3.22, 0.30], [2.04, -2.43, 1.15], [1.63, -1.38, 1.72], [3.17, -2.94, 1.22], [1.17, -4.15, -1.68], [-0.18, -1.85, -2.51], [-2.25, -3.12, -1.97], [-1.07, -4.42, -2.18], [-2.42, -3.67, 0.31], [-1.08, -4.81, 0.20], [-0.64, -2.36, 1.48], [1.12, -4.26, 0.61], [-0.15, 5.16, 0.78], [-0.11, 3.93, 0.77], [-0.29, 3.08, -0.26], [-0.91, 3.48, -1.39], [-1.68, 4.42, -1.58], [-0.67, 2.54, -2.58], [-1.46, 2.69, -3.72], [-1.26, 1.84, -4.79], [-0.26, 0.88, -4.71], [0.49, 0.81, -3.54], [0.29, 1.62, -2.51], [0.32, 3.24, 2.07], [0.74, 4.04, 3.13], [1.18, 3.43, 4.29], [1.19, 2.04, 4.36], [0.74, 1.33, 3.26], [0.29, 1.91, 2.15], [-2.22, 3.47, -3.72], [-1.87, 1.93, -5.68], [-0.07, 0.19, -5.52], [1.27, 0.07, -3.41], [0.73, 5.11, 3.00], [1.53, 4.02, 5.12], [1.55, 1.52, 5.23], [0.76, 0.24, 3.24], [-4.75, -1.70, -0.26], [-4.24, -0.64, 0.70], [-5.35, 0.37, 0.99], [-3.79, -1.29, 2.02], [-3.15, 0.06, 0.02], [-2.51, 1.01, 0.87], [-5.58, -2.26, 0.17], [-3.96, -2.41, -0.51], [-5.08, -1.23, -1.19], [-6.19, -0.11, 1.49], [-5.70, 0.81, 0.05], [-4.97, 1.17, 1.62], [-4.62, -1.81, 2.51], [-3.41, -0.52, 2.70], [-2.99, -2.01, 1.84], [-2.46, -0.63, -0.29], [-1.65, 0.64, 1.27], [-2.21, 1.79, 0.30], [4.62, -0.50, 0.67], [5.25, 0.80, 0.42], [6.52, 0.79, -0.25], [4.59, 1.94, 0.65], [3.46, 2.04, 1.09], [4.25, -0.94, -0.25], [3.79, -0.38, 1.36], [5.35, -1.18, 1.12], [7.27, 0.26, 0.34], [6.86, 1.81, -0.42], [6.44, 0.28, -1.22], [5.20, 2.84, 0.40]], "mulliken_charge": [0.91, -0.90, -0.36, -0.52, 0.34, -0.05, -0.97, -0.96, -0.06, -0.17, 0.25, -0.23, -0.49, -0.83, 0.49, 0.34, 0.28, 0.48, 0.20, 0.45, 0.71, 0.31, -0.78, -0.19, 0.18, -0.19, -0.76, 0.45, -0.65, -0.28, -0.74, -0.53, 0.06, 0.61, -0.73, -0.27, -0.87, -0.28, 0.33, 0.47, 0.38, 0.43, 0.69, 0.48, 0.38, 0.41, 0.40, -1.54, 2.19, -2.07, -1.59, -0.20, -0.43, 0.38, 0.16, 0.40, 0.40, 0.41, 0.43, 0.46, 0.35, 0.26, -0.04, 0.13, 0.09, -0.85, 0.31, -0.92, 0.06, -0.56, 0.29, 0.18, 0.26, 0.29, 0.32, 0.30, 0.31]}

No. 3
{"formula": "C27H35N2OOs", "method": "ωB97M-V/def2-TZVPD", "charge": 1, "relative_energy_kj_mol": 0.0, "spin_multiplicity": 5, "lumo_energy_ev": [-2.71, -4.94], "homo_energy_ev": [-9.07, -11.61], "energy_ev": -36049.8359, "gap_ha": [0.23372, 0.24518], "symbols": ["C", "C", "C", "C", "C", "Os", "C", "C", "H", "C", "H", "H", "C", "H", "H", "H", "C", "H", "H", "H", "C", "H", "H", "H", "C", "H", "H", "H", "C", "H", "H", "H", "C", "H", "H", "H", "C", "H", "H", "H", "C", "C", "C", "C", "H", "C", "H", "C", "H", "H", "H", "N", "C", "O", "C", "C", "C", "N", "C", "C", "H", "H", "H", "H", "H", "H"], "positions_angstrom": [[0.60, -2.95, 0.12], [1.59, -2.22, -0.60], [1.29, -2.34, -1.99], [0.10, -3.11, -2.13], [-0.33, -3.49, -0.83], [-0.28, -1.44, -0.98], [-2.14, 1.42, -0.72], [-1.68, 0.66, 0.48], [-1.38, 1.28, 1.31], [-1.64, -0.72, 0.56], [-2.28, -1.28, -0.16], [-1.48, -1.21, 1.52], [-3.26, 2.40, -0.34], [-2.90, 3.11, 0.41], [-3.65, 2.94, -1.21], [-4.09, 1.83, 0.10], [-2.67, 0.42, -1.77], [-1.87, -0.36, -1.94], [-3.58, -0.07, -1.40], [-2.87, 0.93, -2.73], [2.78, -1.52, -0.02], [2.46, -0.87, 0.80], [3.51, -2.25, 0.36], [3.25, -0.91, -0.80], [2.16, -1.90, -3.13], [2.49, -0.87, -2.96], [3.05, -2.54, -3.22], [1.60, -1.95, -4.06], [-0.49, -3.56, -3.43], [-0.32, -2.78, -4.19], [-0.03, -4.49, -3.79], [-1.56, -3.72, -3.33], [-1.42, -4.49, -0.55], [-2.24, -4.32, -1.24], [-1.06, -5.52, -0.68], [-1.78, -4.37, 0.47], [0.63, -3.27, 1.59], [-0.28, -2.89, 2.07], [0.69, -4.35, 1.75], [1.50, -2.79, 2.04], [0.17, 1.28, -1.67], [-0.99, 2.09, -1.33], [0.90, 1.68, -2.80], [-1.02, 3.42, -1.73], [0.64, 0.43, -1.11], [0.70, 2.96, -3.35], [1.68, 1.02, -3.20], [-0.17, 3.87, -2.74], [-1.73, 4.10, -1.25], [1.28, 3.25, -4.23], [-0.19, 4.92, -3.05], [1.25, 4.08, 5.96], [1.11, 2.72, 5.79], [1.00, 1.97, 6.75], [1.06, 2.22, 4.38], [0.86, 3.04, 3.26], [0.84, 2.46, 1.99], [0.98, 1.14, 1.77], [1.15, 0.36, 2.84], [1.19, 0.84, 4.15], [1.39, 4.40, 6.90], [1.56, 4.66, 5.20], [0.69, 4.11, 3.35], [0.67, 3.09, 1.11], [1.27, -0.71, 2.66], [1.30, 0.14, 4.97]], "mulliken_charge": [0.51, 0.24, 1.18, -0.03, 0.34, 0.43, 2.30, -1.09, 0.75, -1.41, 0.65, 0.55, -2.35, 0.50, 0.48, 0.41, -1.24, 0.24, 0.38, 0.40, -1.25, 0.23, 0.29, 0.37, -1.20, 0.24, 0.25, 0.36, -1.74, 0.45, 0.31, 0.38, -1.61, 0.45, 0.32, 0.41, -1.42, 0.26, 0.35, 0.53, 0.95, -0.15, -0.79, -0.59, 0.41, -0.74, 0.24, -0.86, 0.49, 0.44, 0.42, -0.36, 0.28, -0.60, 0.81, -0.90, -0.44, -0.04, 0.35, -0.83, 0.25, 0.18, 0.33, 0.42, 0.07, 0.46]}